# 1
Density functional theory data (the ωB97M-V functional and the def2-TZVPD basis) for C3H3F2NO2 in the gas phase in a non-equilibrium geometry.

Last columns: bonded neighbours and bond lengths (Å).
Cartesian coordinates (Å):
1 O -0.06921 1.32193 -2.24141  C2 1.213
2 C 0.37336 0.32469 -1.71100  O1 1.213, C3 1.512, H9 1.114
3 C 0.08622 -0.09873 -0.28768  C2 1.512, N4 1.290, C6 1.523
4 N 0.56698 -1.26122 -0.00027  C3 1.290, O5 1.439
5 O 0.36542 -1.57409 1.38939  N4 1.439, H10 0.975
6 C -0.63426 0.86596 0.64548  C3 1.523, F7 1.385, F8 1.360, H11 1.103
7 F -1.76193 0.28313 1.19983  C6 1.385
8 F 0.20882 1.23363 1.64785  C6 1.360
9 H 1.04167 -0.41088 -2.21346  C2 1.114
10 H 0.77609 -2.45421 1.47237  O5 0.975
11 H -0.95316 1.76979 0.09888  C6 1.103

Its net charge is 0. Its spin multiplicity is 1. The electronic energy comes out at -521.00528 Ha. The relative energy (zero: lowest compared OMol25 entry of this formula, charge and spin) comes out at 52.16 kcal/mol. For the lowest unoccupied orbital energy, the calculation gives -0.634 eV. As for the structure (SMILES): O=C/C(=N/O)C(F)F. As for the HOMO-LUMO gap: 10.148 eV. As for the HOMO energy: -10.78 eV.

---

# 2
Density functional theory data (the ωB97M-V functional and the def2-TZVPD basis) for C3H3F3O in the gas phase in a non-equilibrium geometry.

Last columns: bonded neighbours and bond lengths (Å).
Cartesian coordinates (Å):
1 O 1.57614 0.40020 -0.70819  C2 1.332, H8 1.023
2 C 0.93936 -0.57533 -0.06165  O1 1.332, F3 1.419, C4 1.561, H9 1.082
3 F 1.10536 -0.60447 1.34709  C2 1.419
4 C -0.61549 -0.45350 -0.13746  C2 1.561, F5 1.295, C6 1.357
5 F -1.24381 -1.58038 -0.02953  C4 1.295
6 C -1.24429 0.73397 0.05402  C4 1.357, F7 1.309, H10 1.013
7 F -2.55197 0.78458 0.03200  C6 1.309
8 H 1.25384 1.27316 -0.28365  O1 1.023
9 H 1.40138 -1.50375 -0.37194  C2 1.082
10 H -0.62052 1.52552 0.15932  C6 1.013

Its net charge is 0. Its spin multiplicity is 1. The electronic energy comes out at -490.88179 Ha. The relative energy (zero: lowest compared OMol25 entry of this formula, charge and spin) comes out at 43.24 kcal/mol. For the lowest unoccupied orbital energy, the calculation gives 0.638 eV. As for the structure (SMILES): O[C@@H](F)/C(F)=C/F. As for the HOMO-LUMO gap: 10.392 eV. As for the HOMO energy: -9.75 eV.

---

# 3
Density functional theory data (the ωB97M-V functional and the def2-TZVPD basis) for C3H3F3O4S in the gas phase in a non-equilibrium geometry.

Last columns: bonded neighbours and bond lengths (Å).
Cartesian coordinates (Å):
1 O -2.59601 0.81190 0.36306  S2 1.486
2 S -1.76949 0.48908 -0.82877  O1 1.486, O3 1.502, O4 1.690, O11 1.695
3 O -2.48099 0.05217 -2.07723  S2 1.502
4 O -0.49937 1.58126 -1.05037  S2 1.690, C5 1.460
5 C 0.71652 1.13087 -0.37915  O4 1.460, C6 1.600, H12 1.136, H13 1.145
6 C 0.64174 -0.45999 -0.22220  C5 1.600, C7 1.607, O11 1.464, H14 1.131
7 C 0.77661 -1.08069 1.25381  C6 1.607, F8 1.406, F9 1.386, F10 1.411
8 F 0.69626 -2.47629 1.10276  C7 1.406
9 F 1.92083 -0.68653 1.93028  C7 1.386
10 F -0.39777 -0.70338 1.93888  C7 1.411
11 O -0.73935 -0.82567 -0.53962  S2 1.695, C6 1.464
12 H 0.92561 1.71331 0.57366  C5 1.136
13 H 1.58978 1.46590 -1.04032  C5 1.145
14 H 1.21563 -1.01196 -1.02479  C6 1.131

Its net charge is 0. Its spin multiplicity is 1. The electronic energy comes out at -1114.79345 Ha. The relative energy (zero: lowest compared OMol25 entry of this formula, charge and spin) comes out at 0.00 kcal/mol. For the lowest unoccupied orbital energy, the calculation gives 0.203 eV. As for the structure (SMILES): O=S1(=O)OC[C@@H](C(F)(F)F)O1. As for the HOMO-LUMO gap: 11.829 eV. As for the HOMO energy: -11.63 eV.